Computed, not measured: a molecular structure, C7H12O3Zn at a distorted geometry, with ωB97M-V/def2-TZVPD.

The geometry in XYZ format:
```
23
C7H12O3Zn, DFT ωB97M-V/def2-TZVPD
C 3.25062 -2.17002 -2.73090
C 3.52020 -3.21779 -3.55917
H 2.40961 -1.32524 -2.94353
H 3.89372 -1.95843 -1.87368
H 4.27970 -3.95665 -3.29403
H 2.94459 -3.36788 -4.47479
H 2.62737 -3.26442 -2.44922
O -0.07920 -0.22437 3.65022
C -0.03104 -0.76391 2.50399
O -0.02552 -2.02890 2.41015
O 0.06148 0.01261 1.45435
C 0.16749 -0.59973 0.15931
C 0.14345 0.51414 -0.87246
C 0.08358 0.00726 -2.27330
C 0.97979 0.29502 -3.24266
Zn -0.13462 -1.98961 4.18404
H -0.67603 -1.28809 0.01954
H 1.10316 -1.17188 0.11392
H 0.99437 1.19535 -0.73708
H -0.77972 1.10297 -0.72112
H -0.70240 -0.72474 -2.49237
H 0.75105 0.04128 -4.28082
H 1.65242 1.15007 -3.12859
```

Output
ΔE to the lowest compared entry with this formula, charge and spin: 0.0 kcal/mol
E_HOMO: -15.91 eV
Net charge: +2
Gap between HOMO and LUMO: 6.3798 eV

Results of the Mulliken charge analysis, in e, for atoms 1 through 4: 0.0162, -0.4133, 0.1080, 0.3362

Computed, not measured: a molecular structure, C7H12S at a distorted geometry, with ωB97M-V/def2-TZVPD.

The geometry in XYZ format:
```
20
C7H12S, DFT ωB97M-V/def2-TZVPD
C 2.19031 -0.23194 -0.24986
C 0.86780 0.01899 0.35484
C -0.07073 -1.40957 0.49131
C -1.24052 -1.47141 -0.40702
C -1.35235 0.94401 0.44823
C -0.65029 2.16712 -0.14622
C -0.09622 0.87312 -0.25402
H 2.50486 0.73904 -0.80357
H 3.18266 -0.63447 0.41629
H 2.16071 -1.28193 -1.09409
H 1.02291 0.43521 1.27402
H 0.50810 -2.38210 0.48051
H -0.39824 -1.23400 1.51169
H -0.90827 -1.08245 -1.45047
H -1.51174 -2.52469 -0.35527
H -1.28007 1.02690 1.45188
H -1.07283 2.56739 -1.05923
H -0.66173 3.07832 0.72428
H -0.61759 0.72216 -1.28697
S -2.57677 -0.31971 -0.04632
```

Output
ΔE to the lowest compared entry with this formula, charge and spin: 132.7 kcal/mol
E_HOMO: -8.55 eV
Gap between HOMO and LUMO: 9.5488 eV

Results of the natural (NBO) charge analysis, in e, for atoms 1 through 4: -0.5948, -0.2506, -0.3980, -0.5688

Computed, not measured: 2 unconnected molecules or ions with the total composition C7H13B, with ωB97M-V/def2-TZVPD.

The geometry in XYZ format:
```
21
C7H13B, DFT ωB97M-V/def2-TZVPD
B 2.53926 -1.48042 0.39395
C -0.01417 0.39019 -0.71750
C -1.19867 1.23034 -1.20534
C -0.36028 -0.27177 0.57973
C -1.57465 2.25950 -0.13916
C -1.19537 0.39345 1.47285
C -1.77409 1.59797 1.18448
C 2.33981 -2.90463 -0.17230
H 0.26364 -0.35790 -1.46395
H 0.84180 1.06164 -0.59210
H -0.94483 1.72978 -2.14287
H -2.05364 0.57506 -1.38770
H -0.05856 -1.28667 0.75973
H 3.50917 -0.85543 0.53027
H -0.77632 3.00971 -0.06197
H -2.48478 2.79136 -0.43312
H -1.42131 -0.08093 2.41940
H -2.43974 2.07021 1.88966
H 3.23909 -3.34746 -0.61039
H 1.55413 -2.94892 -0.92757
H 2.00954 -3.57511 0.62389
```

Output
ΔE to the lowest compared entry with this formula, charge and spin: 66.6 kcal/mol
E_HOMO (alpha / beta): -6.96 / -7.04 eV
Gap between HOMO and LUMO (alpha / beta): 7.5273 / 7.4277 eV

Results of the natural (NBO) charge analysis, in e, for atoms 1 through 4: 0.5426, -0.4650, -0.3813, -0.1405

Computed, not measured: a molecular structure, C7H13BN4Re at a distorted geometry, with ωB97M-V/def2-TZVPD.

The geometry in XYZ format:
```
26
C7H13BN4Re, DFT ωB97M-V/def2-TZVPD
Re -0.21513 0.85061 -0.13142
C 1.25704 -1.80409 -0.39215
H 0.41015 -2.53011 -0.34712
H 1.16719 -0.85608 -1.19793
H 2.31887 -2.06015 -0.58138
H 1.37324 -1.97377 0.69284
H -0.58244 2.43803 -0.61534
B -2.50218 -1.23967 1.49629
N -1.48270 -0.34286 2.23573
C -1.56281 0.11742 3.48623
C -0.37074 0.78359 3.82306
C 0.45751 0.72540 2.73380
N -0.26110 0.19231 1.64635
N -2.69313 -0.52636 0.13646
C -3.81281 -0.03705 -0.38154
C -3.58269 0.58867 -1.60355
C -2.23505 0.45443 -1.86686
N -1.63138 -0.16347 -0.78797
H -3.56136 -1.28211 2.11492
H -2.13602 -2.37246 1.47061
H -2.41827 -0.03238 4.11487
H -0.10821 1.21895 4.77038
H 1.43612 1.14440 2.56172
H -4.73276 -0.21923 0.16272
H -4.29104 1.10319 -2.26063
H -1.62947 0.89612 -2.63136
```

Output
Expectation value of S²: 3.7717
Spin multiplicity: 4
ΔE to the lowest compared entry with this formula, charge and spin: 16.9 kcal/mol
E_HOMO (alpha / beta): -17.27 / -17.30 eV
Net charge: +2
Gap between HOMO and LUMO (alpha / beta): 6.9636 / 6.7640 eV

Results of the natural (NBO) charge analysis, in e, for atoms 1 through 4: 1.5655, -0.9657, 0.2813, 0.1966